(i)
Here is a molecular structure, C10H40B2FeO14S2 from the Open Molecules 2025 dataset. Energies are from ωB97M-V/def2-TZVPD.

Output
Lowest unoccupied orbital energy (spin up / spin down) = 0.219 / 0.219 Eh
HOMO-LUMO gap (spin up / spin down) = 5.9 / 5.8 eV
2S+1 = 6
Molecular weight = 526.02 g/mol
⟨S²⟩ = 8.758
HOMO (spin up / spin down) = 0.09 / 0.12 eV
Total charge = -3

Geometry as XYZ:
```
69
Properties=species:S:1:pos:R:3:lowdin_spin:R:1
Fe 12.930 9.359 16.537 4.1754
S 11.733 7.076 15.752 0.0134
O 12.109 5.836 16.408 0.0147
O 12.888 7.851 15.245 0.1131
O 10.592 6.921 14.929 0.0156
O 11.474 8.096 16.742 0.1152
S 13.687 8.440 18.927 0.0142
O 12.946 7.251 19.193 0.0108
O 14.227 8.341 17.609 0.1099
O 12.778 9.527 18.487 0.1140
O 14.651 8.809 19.942 0.0181
B 11.368 10.758 16.144 0.0662
H 10.580 10.414 16.796 0.0062
H 12.206 11.035 16.765 0.0214
H 11.663 9.992 15.444 0.0161
H 11.059 11.632 15.591 0.0109
B 14.557 10.463 15.617 0.0753
H 15.101 9.532 15.664 0.0144
H 13.701 10.331 14.974 0.0193
H 14.268 10.667 16.636 0.0184
H 15.231 11.219 15.245 0.0163
C 11.808 9.027 12.097 0.0004
O 12.163 10.226 11.484 0.0002
H 10.834 8.632 11.806 0.0000
H 12.545 8.250 11.894 0.0001
H 11.727 9.194 13.171 0.0002
H 12.949 10.446 11.990 0.0002
C 10.861 12.002 20.200 0.0004
O 11.800 11.003 20.631 0.0020
H 11.180 12.365 19.223 0.0004
H 9.847 11.604 20.150 0.0000
H 10.867 12.847 20.889 0.0001
H 11.967 10.468 19.852 0.0012
C 8.656 13.282 16.515 0.0004
O 10.016 13.288 16.839 0.0026
H 8.216 13.059 17.487 0.0000
H 8.326 14.276 16.211 0.0000
H 8.471 12.593 15.691 0.0002
H 10.374 12.464 16.500 0.0020
C 8.574 10.357 13.473 0.0003
O 9.436 9.503 14.201 0.0035
H 9.146 10.839 12.680 0.0000
H 7.663 9.936 13.048 0.0001
H 8.288 11.218 14.077 0.0001
H 10.138 10.079 14.511 0.0023
C 8.231 9.509 18.462 0.0001
C 8.010 8.022 17.980 0.0001
C 6.523 7.767 17.762 0.0001
O 8.827 7.825 16.835 0.0022
H 7.763 9.822 19.395 0.0000
H 7.970 10.245 17.701 0.0000
H 9.294 9.668 18.646 0.0001
H 8.333 7.278 18.709 0.0000
H 6.059 8.619 17.266 0.0000
H 6.123 7.638 18.768 0.0000
H 6.335 6.871 17.170 0.0000
H 9.732 8.011 17.098 0.0010
C 10.144 14.804 11.218 0.0000
C 11.038 13.583 11.515 0.0001
C 11.094 13.191 13.037 0.0004
O 10.506 12.409 10.929 0.0000
H 10.381 15.564 11.962 0.0000
H 9.119 14.512 11.443 0.0000
H 10.121 15.259 10.228 0.0000
H 12.023 13.760 11.083 0.0000
H 10.111 13.279 13.499 0.0001
H 11.740 13.895 13.561 0.0000
H 11.585 12.223 13.143 0.0002
H 11.147 11.750 11.204 0.0000
```


(ii)
Here is a molecular structure, C10H40B2FeO14S2 from the Open Molecules 2025 dataset. Energies are from ωB97M-V/def2-TZVPD.

Output
Lowest unoccupied orbital energy (spin up / spin down) = 0.223 / 0.223 Eh
HOMO-LUMO gap (spin up / spin down) = 6.2 / 6.2 eV
2S+1 = 6
Molecular weight = 526.02 g/mol
⟨S²⟩ = 8.759
HOMO (spin up / spin down) = -0.15 / -0.11 eV
Total charge = -3

Geometry as XYZ:
```
69
Properties=species:S:1:pos:R:3:lowdin_spin:R:1
Fe 1.555 1.283 0.647 4.2039
S 2.457 1.117 -1.913 0.0083
O 3.857 1.480 -2.046 0.0103
O 1.583 2.111 -1.202 0.1172
O 1.868 0.662 -3.160 0.0172
O 2.362 0.118 -0.792 0.1108
S 4.042 1.245 1.742 0.0101
O 5.098 0.660 0.937 0.0124
O 3.272 2.283 0.980 0.1353
O 2.835 0.349 1.878 0.1067
O 4.500 1.761 3.023 0.0164
B -0.086 -0.329 0.840 0.0567
H -1.144 -0.734 1.191 0.0102
H -0.289 0.644 0.227 0.0139
H 0.608 -0.034 1.714 0.0182
H 0.482 -1.094 0.160 0.0045
B 0.484 2.855 1.902 0.0700
H 0.977 3.735 2.513 0.0102
H -0.688 2.802 2.076 0.0076
H 0.709 2.990 0.773 0.0216
H 0.913 1.861 2.310 0.0215
C -3.217 1.535 2.243 0.0004
O -2.963 1.147 0.906 0.0015
H -4.293 1.493 2.445 0.0000
H -2.658 0.850 2.883 0.0001
H -2.920 2.575 2.402 0.0002
H -2.123 0.650 0.855 0.0014
C 1.109 -2.215 3.507 0.0019
O 2.374 -1.670 3.789 0.0016
H 0.932 -2.272 2.428 0.0010
H 0.940 -3.192 3.966 0.0001
H 0.344 -1.503 3.851 0.0005
H 2.512 -0.937 3.153 0.0008
C -1.574 -3.915 1.759 0.0003
O -1.356 -5.251 1.286 0.0001
H -2.549 -3.583 1.402 0.0001
H -1.580 -3.875 2.851 0.0000
H -0.830 -3.227 1.355 0.0004
H -0.727 -5.646 1.895 0.0000
C -2.110 -0.603 -2.442 0.0004
O -1.443 0.265 -3.328 0.0000
H -2.819 -0.047 -1.815 0.0000
H -2.695 -1.312 -3.041 0.0000
H -1.424 -1.148 -1.792 0.0003
H -1.440 1.152 -2.937 0.0000
C -1.445 4.205 -2.852 0.0001
C -1.534 3.744 -1.407 0.0010
C -2.585 4.503 -0.600 0.0001
O -1.764 2.340 -1.400 0.0003
H -0.633 3.675 -3.351 0.0001
H -1.276 5.279 -2.935 0.0000
H -2.386 3.901 -3.323 0.0000
H -0.567 3.857 -0.905 0.0012
H -2.820 3.931 0.301 0.0001
H -3.513 4.621 -1.170 0.0000
H -2.209 5.474 -0.275 0.0000
H -2.265 2.108 -0.601 0.0001
C 0.518 -4.340 -2.498 0.0000
C 1.241 -3.269 -1.704 0.0002
C 2.740 -3.573 -1.551 0.0001
O 1.031 -2.000 -2.260 0.0014
H 0.938 -4.442 -3.505 0.0000
H -0.555 -4.153 -2.572 0.0000
H 0.629 -5.315 -2.014 0.0000
H 0.821 -3.291 -0.683 0.0001
H 3.191 -3.561 -2.545 0.0000
H 2.891 -4.524 -1.028 0.0000
H 3.201 -2.816 -0.915 0.0001
H 1.467 -1.386 -1.630 0.0006
```


Most stable of them? (ii).


(i)
Here is 2 unconnected molecules or ions with the total composition C3H11NS from the Open Molecules 2025 dataset. Energies are from ωB97M-V/def2-TZVPD.

Output
Lowest unoccupied orbital energy = 0.036 Eh
HOMO-LUMO gap = 9.4 eV
SMILES string = CCN.CS
2S+1 = 1
Molecular weight = 93.19 g/mol
HOMO = -8.42 eV
Total charge = 0

Geometry as XYZ:
```
16
Properties=species:S:1:pos:R:3:nbo_charge:R:1
C 1.561 -0.157 -0.597 -0.6187
C 0.684 -1.316 -1.043 -0.2213
N -0.707 -0.891 -1.336 -0.8400
H 1.082 0.420 0.195 0.2116
H 2.495 -0.565 -0.211 0.2144
H 1.816 0.503 -1.426 0.2010
H 1.096 -1.765 -1.954 0.1703
H 0.692 -2.085 -0.268 0.1944
H -1.296 -1.719 -1.410 0.3655
H -0.709 -0.475 -2.261 0.3565
C -1.109 1.691 2.053 -0.7356
S -1.594 0.051 1.451 -0.0998
H -1.552 2.482 1.443 0.2086
H -1.451 1.819 3.076 0.2213
H -0.030 1.845 2.021 0.2062
H -0.977 0.162 0.267 0.1655
```


(ii)
Here is 2 unconnected molecules or ions with the total composition C3H11NS from the Open Molecules 2025 dataset. Energies are from ωB97M-V/def2-TZVPD.

Output
Lowest unoccupied orbital energy = 0.034 Eh
HOMO-LUMO gap = 9.3 eV
SMILES string = CSC.CN
2S+1 = 1
Molecular weight = 93.19 g/mol
HOMO = -8.38 eV
Total charge = 0

Geometry as XYZ:
```
16
Properties=species:S:1:pos:R:3:nbo_charge:R:1
C -0.048 -0.001 2.208 -0.7199
S -0.781 -1.338 3.229 0.1442
C 0.443 -1.520 4.566 -0.7343
H 0.887 0.251 2.694 0.2171
H -0.708 0.864 2.181 0.2152
H 0.045 -0.353 1.191 0.2205
H 0.929 -2.476 4.444 0.2180
H 1.244 -0.783 4.511 0.2159
H -0.092 -1.411 5.505 0.2233
C -0.620 1.395 -4.159 -0.4074
N 0.415 0.387 -4.298 -0.8250
H -1.310 1.390 -5.021 0.1576
H -0.157 2.369 -4.183 0.1920
H -1.194 1.136 -3.271 0.1918
H -0.032 -0.505 -4.482 0.3457
H 0.978 0.597 -5.116 0.3454
```


Most stable of them? (i).


(i)
Here is 2 unconnected molecules or ions with the total composition C4H8ClNO2 from the Open Molecules 2025 dataset. Energies are from ωB97M-V/def2-TZVPD.

Output
Lowest unoccupied orbital energy = -0.032 Eh
HOMO-LUMO gap = 9.0 eV
2S+1 = 1
Molecular weight = 137.57 g/mol
HOMO = -9.88 eV
Total charge = 0

Geometry as XYZ:
```
16
Properties=species:S:1:pos:R:3:nbo_charge:R:1
C 1.571 -0.206 -1.542 0.3489
C -0.204 0.935 1.043 -0.5874
C -0.591 0.083 -0.193 0.0138
C 0.518 -0.796 -0.624 0.3685
N 0.955 -1.840 -0.010 -0.6944
O 2.692 -0.748 -1.584 -0.5619
O -1.066 0.911 -1.189 -0.7127
Cl -0.341 -1.214 -2.961 -0.5606
H 1.337 0.798 -1.974 0.1825
H 0.728 1.624 0.804 0.2167
H -0.041 0.206 1.846 0.2064
H -1.032 1.561 1.194 0.2370
H -1.407 -0.497 0.218 0.1748
H 0.136 -2.117 0.505 0.4120
H 1.897 -2.196 -0.102 0.4615
H -1.019 0.435 -1.991 0.4951
```


(ii)
Here is 2 unconnected molecules or ions with the total composition C4H8ClNO2 from the Open Molecules 2025 dataset. Energies are from ωB97M-V/def2-TZVPD.

Output
Lowest unoccupied orbital energy = 0.030 Eh
HOMO-LUMO gap = 9.4 eV
SMILES string = CC(C)=[NH+][O-].O=CCl
2S+1 = 1
Molecular weight = 137.57 g/mol
HOMO = -8.60 eV
Total charge = 0

Geometry as XYZ:
```
16
Properties=species:S:1:pos:R:3:nbo_charge:R:1
C -1.826 -1.022 0.398 -0.6467
C -0.779 -0.005 0.476 0.2443
C -0.987 1.151 1.249 -0.6812
N 0.353 -0.178 -0.107 -0.0941
O 1.351 0.664 0.060 -0.5996
H -2.771 -0.865 -0.072 0.2319
H -2.112 -1.145 1.462 0.2274
H -1.363 -1.770 -0.125 0.2221
H -0.993 0.969 2.366 0.2412
H -2.035 1.481 1.120 0.2257
H -0.284 2.018 1.020 0.2709
H 0.644 -0.940 -0.822 0.4131
O 1.945 -1.142 -1.917 -0.6143
C 2.585 -0.115 -1.789 0.3809
Cl 4.064 0.073 -0.947 0.0116
H 2.210 0.825 -2.373 0.1669
```


Most stable of them? (i).


(i)
Here is a gas-phase ion, C6H16N3S2 (charge +1) from the Open Molecules 2025 dataset. Energies are from ωB97M-V/def2-TZVPD.

Output
Lowest unoccupied orbital energy = -0.126 Eh
HOMO-LUMO gap = 8.9 eV
SMILES string = CSN1CC[N@@+](C)(SC)N1C
2S+1 = 1
Molecular weight = 194.35 g/mol
HOMO = -12.28 eV
Total charge = +1

Geometry as XYZ:
```
27
Properties=species:S:1:pos:R:3:nbo_charge:R:1
C -0.729 1.365 3.365 -0.7482
S 0.526 0.517 2.370 0.3959
N 0.032 1.212 0.882 -0.4212
C 0.923 1.917 -0.025 -0.2198
C 1.277 0.699 -0.959 -0.2220
N 0.046 -0.224 -0.855 -0.1626
C -0.593 -0.471 -2.169 -0.4553
S 0.183 -1.854 0.134 0.4031
C 1.362 -3.010 -0.544 -0.8184
N -0.746 0.555 0.002 -0.1673
C -2.069 0.158 0.495 -0.4382
H -0.436 1.332 4.391 0.2432
H -1.675 0.841 3.255 0.2116
H -0.873 2.419 3.065 0.2394
H 1.854 2.147 0.461 0.2405
H 0.517 2.723 -0.561 0.2271
H 1.284 0.941 -2.032 0.2286
H 2.115 0.042 -0.718 0.2378
H -1.590 -1.046 -2.273 0.2689
H -0.829 0.548 -2.446 0.2281
H 0.139 -0.974 -2.937 0.2557
H 1.196 -3.893 0.202 0.2903
H 2.453 -2.914 -0.324 0.2573
H 1.085 -3.447 -1.457 0.2401
H -2.166 -0.956 0.898 0.2192
H -2.595 0.785 1.112 0.2499
H -2.638 0.127 -0.452 0.2163
```


(ii)
Here is a gas-phase ion, C6H16N3S2 (charge +1) from the Open Molecules 2025 dataset. Energies are from ωB97M-V/def2-TZVPD.

Output
Lowest unoccupied orbital energy = -0.163 Eh
HOMO-LUMO gap = 7.9 eV
SMILES string = CSN1CC[N@@+](C)(SC)N1C
2S+1 = 1
Molecular weight = 194.35 g/mol
HOMO = -12.34 eV
Total charge = +1

Geometry as XYZ:
```
27
Properties=species:S:1:pos:R:3:nbo_charge:R:1
C -3.140 0.329 2.072 -0.7007
S -1.322 0.417 1.953 0.3327
N -1.347 0.821 0.246 -0.4170
C -0.523 1.973 -0.198 -0.2628
C 0.943 1.361 -0.262 -0.2620
N 0.632 -0.072 -0.649 -0.1498
C 1.085 -0.268 -2.019 -0.3931
S 1.470 -1.393 0.631 0.4001
C 3.229 -1.071 0.489 -0.7696
N -0.763 -0.359 -0.591 -0.1532
C -1.387 -1.627 -0.267 -0.4153
H -3.494 1.319 2.378 0.2331
H -3.308 -0.457 2.678 0.2229
H -3.512 0.212 1.119 0.2310
H -0.429 2.749 0.559 0.2581
H -1.072 2.217 -1.191 0.2500
H 1.471 1.952 -0.917 0.2384
H 1.664 1.427 0.660 0.2539
H 0.780 0.687 -2.662 0.2413
H 2.043 -0.535 -1.947 0.2106
H 0.659 -1.146 -2.398 0.2285
H 3.563 -1.508 1.340 0.2530
H 3.475 0.056 0.382 0.2442
H 3.614 -1.576 -0.523 0.2398
H -1.165 -1.853 0.706 0.2161
H -2.334 -1.421 -0.600 0.2488
H -0.830 -2.236 -0.993 0.2212
```


Most stable of them? (i).